(1)
The following is a DFT calculation (ωB97M-V/def2-TZVPD) of C3H4ErLiO3 as an isolated structure.

Geometry (Å):
Er1 2.234 -1.936 -1.522
O1 -0.030 -3.369 0.841
O2 -0.950 -1.576 1.566
O3 0.681 -1.455 0.039
C1 -0.046 1.292 0.392
C2 -0.104 -2.076 0.818
C3 -0.388 1.649 -0.945
Li1 -1.251 0.293 1.822
H1 -1.406 2.124 -0.899
H2 -0.053 1.076 -1.819
H3 0.275 2.567 -0.850
H4 1.039 1.412 0.559

Summary:
relative energy (zero: lowest compared OMol25 entry of this formula, charge and spin)	98.1	kcal per mole
Kohn-Sham gap (alpha / beta)	7.04 / 3.08	eV
E	-37105.59480	eV
2S+1	5
E_HOMO (alpha / beta)	-22.605 / -19.930	eV
charge	+3
⟨S²⟩	6.023
LUMO (alpha / beta)	-0.57216 / -0.61930	Eh

***

(2)
The following is a DFT calculation (ωB97M-V/def2-TZVPD) of a 3-piece molecular cluster, C5H11O2 overall.

Geometry (Å):
O1 0.004 1.277 0.204
O2 -2.050 1.003 1.075
C1 -1.428 -0.360 -0.849
C2 2.544 0.217 -0.039
C3 -1.322 0.613 0.205
C4 2.869 0.288 1.284
C5 -2.598 -1.302 -0.602
H1 -0.434 -0.887 -1.082
H2 2.235 -0.633 -0.577
H3 -2.889 -1.908 -1.358
H4 3.205 0.864 -0.670
H5 -1.585 0.062 -1.785
H6 -3.540 -0.845 -0.603
H7 -2.308 -1.896 0.225
H8 1.228 0.791 0.177
H9 3.643 1.050 1.641
H10 -0.044 2.054 0.783
H11 2.470 -0.390 1.972

Summary:
relative energy (zero: lowest compared OMol25 entry of this formula, charge and spin)	51.9	kcal per mole
Kohn-Sham gap	10.30	eV
E	-9448.25549	eV
E_HOMO	-15.542	eV
charge	+1
LUMO	-0.19248	Eh

***

(3)
The following is a DFT calculation (ωB97M-V/def2-TZVPD) of C40H46CoFN7O5 as an isolated structure.

Geometry (Å):
Co1 -0.781 0.572 2.688
F1 1.035 -1.915 -3.766
O1 0.924 0.589 3.175
O2 -0.539 -1.252 2.257
O3 -0.219 0.667 0.373
O4 -2.413 0.690 2.001
O5 -3.925 2.180 1.381
N1 -0.875 2.453 3.195
N2 -1.756 -0.055 4.549
N3 -2.779 1.867 -2.560
N4 -0.636 -0.888 -5.891
N5 4.348 -0.973 2.414
N6 1.139 -2.814 0.367
N7 0.148 -0.413 -8.318
C1 -0.572 -4.763 4.465
C2 -2.375 1.453 -0.243
C3 0.121 -0.936 -3.547
C4 0.113 3.267 3.058
C5 -0.543 -6.009 5.270
C6 1.962 -1.757 0.906
C7 -1.279 -0.046 -8.063
C8 -1.100 0.848 -0.490
C9 0.033 -0.466 -2.264
C10 2.432 3.814 2.407
C11 -1.596 0.556 -4.218
C12 -1.028 -2.367 4.322
C13 -0.168 -4.741 3.134
C14 4.104 2.097 2.369
C15 -3.106 1.987 -1.266
C16 -2.650 0.850 5.222
C17 -2.143 2.287 5.268
C18 3.179 1.141 2.793
C19 4.790 4.458 1.869
C20 -3.493 2.669 -3.542
C21 1.799 1.508 2.928
C22 -1.677 -1.259 4.961
C23 0.421 -1.807 -7.884
C24 -2.614 3.800 -4.067
C25 -1.751 -0.801 -6.809
C26 3.752 3.439 2.193
C27 -1.774 0.987 -2.900
C28 -2.959 1.488 1.136
C29 -2.064 2.927 3.876
C30 0.393 -3.667 1.054
C31 -0.073 -3.555 2.394
C32 1.450 2.874 2.740
C33 3.546 -0.199 3.146
C34 -0.521 -2.303 2.980
C35 0.355 -1.851 -6.350
C36 -0.703 -0.450 -4.584
C37 3.395 -1.917 0.370
C38 4.385 -0.902 0.975
C39 -0.930 0.473 -1.891
C40 -1.008 -3.570 5.030
H1 -3.849 2.033 -4.354
H2 -1.891 -0.317 -8.924
H3 4.363 5.318 1.361
H4 -4.372 3.096 -3.056
H5 0.280 -5.964 5.985
H6 -2.959 2.662 3.310
H7 -3.176 4.394 -4.781
H8 0.374 -0.284 -9.310
H9 5.590 4.047 1.260
H10 1.939 -1.838 1.995
H11 -3.594 0.830 4.663
H12 1.411 -2.119 -8.217
H13 -1.160 2.320 5.743
H14 -2.833 2.867 5.880
H15 -1.346 1.034 -7.923
H16 -2.849 0.492 6.240
H17 0.136 -5.670 2.673
H18 0.701 -0.857 -1.516
H19 -0.037 4.322 3.291
H20 -4.002 2.542 -1.012
H21 -2.095 -1.809 -7.073
H22 -0.312 -2.469 -8.350
H23 -1.460 -6.116 5.846
H24 1.545 -0.776 0.648
H25 4.114 0.108 0.669
H26 0.143 -4.587 0.538
H27 5.396 -1.122 0.625
H28 -1.717 3.425 -4.555
H29 5.137 1.801 2.247
H30 1.331 -1.582 -5.942
H31 -0.406 -6.882 4.642
H32 -2.199 -1.527 5.885
H33 -2.310 4.445 -3.247
H34 0.759 0.207 -7.770
H35 -2.604 -0.294 -6.364
H36 1.332 -3.050 -0.599
H37 -2.033 4.015 3.979
H38 3.406 -1.778 -0.713
H39 -2.214 0.991 -4.982
H40 4.647 -1.857 2.805
H41 5.243 4.817 2.795
H42 2.144 4.851 2.313
H43 3.743 -2.930 0.586
H44 0.117 -2.875 -6.031
H45 3.152 -0.608 4.067
H46 -1.359 -3.574 6.051

Summary:
relative energy (zero: lowest compared OMol25 entry of this formula, charge and spin)	55.1	kcal per mole
Kohn-Sham gap (alpha / beta)	6.65 / 6.67	eV
E	-103217.38022	eV
E_HOMO (alpha / beta)	-14.345 / -14.352	eV
charge	+3
LUMO (alpha / beta)	-0.28278 / -0.28235	Eh

***

(4)
The following is a DFT calculation (ωB97M-V/def2-TZVPD) of one molecule with the formula C5H7P.

Geometry (Å):
P1 -2.585 -0.200 0.095
C1 -1.638 1.248 0.054
C2 0.479 -0.149 -0.065
C3 -1.276 -1.418 -0.248
C4 -0.192 1.224 -0.193
C5 1.662 -0.602 0.169
H1 0.573 1.944 0.282
H2 -0.856 -1.929 0.563
H3 -2.149 2.120 0.109
H4 2.620 -0.050 0.381
H5 -1.335 -2.047 -1.085
H6 -0.125 1.521 -1.240
H7 1.847 -1.653 0.046

Summary:
relative energy (zero: lowest compared OMol25 entry of this formula, charge and spin)	67.7	kcal per mole
Kohn-Sham gap	9.21	eV
E	-14582.76382	eV
E_HOMO	-8.742	eV
LUMO	0.01734	Eh

***

(5)
The following is a DFT calculation (ωB97M-V/def2-TZVPD) of C31H29F4N4ScSi as an isolated structure.

Geometry (Å):
Sc1 -1.988 -0.771 -0.152
Si1 -1.988 1.852 -0.152
F1 4.578 -5.646 0.093
F2 -0.205 -3.844 2.055
F3 2.362 -6.001 -1.353
F4 2.003 -3.490 3.505
N1 6.917 -4.025 1.148
N2 0.136 -5.143 -3.242
N3 4.560 -2.058 4.239
N4 -1.988 -2.877 -0.152
C1 2.332 -5.184 -0.283
C2 2.112 -3.868 2.216
C3 -1.338 2.373 1.517
C4 -4.039 3.918 -0.387
C5 -1.094 -3.555 -0.442
C6 2.968 1.370 1.091
C7 2.306 -1.804 -0.752
C8 0.887 0.288 0.463
C9 0.212 -0.771 -0.152
C10 4.568 -2.777 3.329
C11 -3.878 2.385 -0.345
C12 2.300 0.301 0.470
C13 0.856 2.386 1.681
C14 -4.679 1.851 0.873
C15 0.102 -4.785 -2.139
C16 5.870 -3.867 1.620
C17 -1.235 2.011 -2.971
C18 3.448 -5.002 0.445
C19 -4.514 1.777 -1.615
C20 -0.527 3.959 -1.554
C21 2.249 2.405 1.692
C22 0.053 -4.329 -0.788
C23 3.444 -4.144 1.647
C24 1.000 -4.040 1.484
C25 -0.743 2.431 -1.571
C26 0.177 1.331 1.069
C27 1.073 -4.515 0.089
C28 4.582 -3.642 2.193
C29 0.913 -1.811 -0.756
C30 0.633 1.753 -1.333
C31 2.996 -0.754 -0.142
H1 -4.374 0.691 -1.659
H2 -0.911 1.328 1.067
H3 0.297 3.192 2.149
H4 -3.577 4.399 0.483
H5 -1.481 0.944 -3.013
H6 4.084 -0.764 -0.148
H7 0.220 4.256 -2.299
H8 1.348 2.030 -2.116
H9 0.549 0.660 -1.337
H10 4.054 1.402 1.110
H11 -5.593 1.973 -1.643
H12 -0.466 2.201 -3.730
H13 2.777 3.226 2.169
H14 0.368 -2.623 -1.227
H15 -0.174 4.310 -0.578
H16 -5.743 2.101 0.784
H17 -4.604 0.760 0.957
H18 2.856 -2.615 -1.223
H19 -4.095 2.208 -2.528
H20 -5.099 4.200 -0.394
H21 -3.849 -0.771 -0.152
H22 -1.941 1.949 2.324
H23 -2.119 2.578 -3.274
H24 -4.324 2.285 1.814
H25 -3.590 4.346 -1.288
H26 -1.447 4.503 -1.790
H27 1.072 2.051 -0.374
H28 -1.351 3.462 1.621
H29 -0.308 2.032 1.661

Summary:
relative energy (zero: lowest compared OMol25 entry of this formula, charge and spin)	0.0	kcal per mole
Kohn-Sham gap (alpha / beta)	6.36 / 4.99	eV
E	-78003.97839	eV
E_HOMO (alpha / beta)	-8.464 / -7.197	eV
LUMO (alpha / beta)	-0.07720 / -0.08127	Eh

***

(6)
The following is a DFT calculation (ωB97M-V/def2-TZVPD) of one molecule with the formula C4H3OP.

Geometry (Å):
P1 -0.612 -1.280 -0.857
O1 1.111 0.001 2.895
C1 0.661 -0.189 0.671
C2 -0.958 0.116 -1.788
C3 0.709 -0.702 1.972
C4 -1.075 1.052 -2.612
H1 0.896 0.869 0.644
H2 0.337 -1.738 2.299
H3 -1.071 1.871 -3.223

Summary:
relative energy (zero: lowest compared OMol25 entry of this formula, charge and spin)	96.3	kcal per mole
SMILES string	C#C/P=C/C=O
Kohn-Sham gap (alpha / beta)	7.78 / 7.41	eV
E	-15526.74856	eV
E_HOMO (alpha / beta)	-9.677 / -8.940	eV
LUMO (alpha / beta)	-0.06987 / -0.05617	Eh